Here is a molecular structure, C29H28BrIMnNOS2Si in a non-equilibrium geometry from OMol25. Energies are from the ωB97M-V functional and the def2-TZVPD basis.

XYZ file:
```
65
Properties=species:S:1:pos:R:3:forces:R:3
Mn -1.161169 -0.339262 0.546370 -0.89 0.27 -0.54
S -2.653071 -1.725505 2.148470 0.46 0.14 0.05
C -3.736367 -0.970481 1.096739 -0.55 -0.02 -0.15
N -3.333330 -0.007806 0.304116 0.05 -0.13 0.09
C -4.339555 0.500488 -0.483061 -0.29 0.04 -0.08
C -4.221393 1.562578 -1.375403 0.08 -0.01 -0.02
C -5.336539 1.965252 -2.088804 0.04 0.01 0.01
C -6.564676 1.324005 -1.927628 -0.08 -0.05 0.01
C -6.700703 0.274767 -1.031010 0.00 0.01 -0.02
C -5.587712 -0.121656 -0.306028 0.11 -0.06 0.05
S -5.449622 -1.372200 0.905251 0.27 0.14 -0.03
H -3.260413 2.047352 -1.487483 0.02 -0.03 0.00
H -5.252828 2.793871 -2.780986 0.00 -0.02 -0.01
H -7.422127 1.643927 -2.506366 0.01 0.02 0.01
H -7.648156 -0.233098 -0.902249 -0.02 0.05 0.00
C 0.008624 -2.727305 5.741341 -0.02 -0.02 0.04
C -0.507221 -1.453334 5.927870 -0.01 0.01 0.03
C -0.431006 -0.518016 4.905010 0.02 0.01 -0.01
C 0.160802 -0.831321 3.681680 -0.06 0.20 -0.21
C 0.674928 -2.117862 3.512962 0.04 0.00 -0.05
C 0.601852 -3.057467 4.530518 0.02 -0.03 0.00
Si 0.208050 0.459742 2.271514 0.82 0.24 1.71
C 2.060939 0.902827 2.216186 -0.28 -0.11 -0.34
C 2.529153 1.994048 2.947141 -0.08 0.01 0.02
C 3.884137 2.287429 3.011973 0.06 0.00 -0.02
C 4.799253 1.491961 2.336285 0.01 0.05 0.03
C 4.350925 0.408585 1.593695 -0.03 -0.05 -0.01
C 2.994847 0.121553 1.534520 0.07 -0.12 0.06
H -0.061685 -3.464363 6.532665 0.01 0.01 0.00
H -0.977800 -1.188528 6.867743 0.00 -0.01 0.00
H -0.846927 0.472476 5.054620 -0.02 -0.02 0.02
H 1.123377 -2.398400 2.564471 -0.02 -0.01 0.00
H 0.998609 -4.053981 4.376219 0.00 0.01 -0.01
H -0.358861 1.687253 2.936472 -0.12 -0.14 -0.24
H 1.820506 2.620385 3.478475 0.02 0.01 0.00
H 4.225717 3.140004 3.587114 0.00 0.00 0.00
H 5.857499 1.719658 2.386093 -0.01 0.00 -0.01
H 5.055432 -0.210952 1.051116 0.00 0.01 0.00
H 2.660709 -0.719452 0.934562 -0.02 0.03 0.01
C -0.065039 3.163103 -1.347746 -0.06 -0.19 0.08
C 0.079704 1.644564 -1.520171 0.46 0.03 -0.23
C -0.361790 1.228020 -2.930527 -0.02 0.03 0.18
C 1.549547 1.255088 -1.320178 -0.22 0.09 -0.04
O -0.749653 1.004529 -0.601986 -0.22 0.36 0.14
H 0.444722 3.696032 -2.153616 0.02 0.03 0.04
H 0.365448 3.463348 -0.389799 -0.02 0.05 -0.01
H -1.121291 3.440328 -1.350132 0.00 0.00 -0.03
H 0.245546 1.726680 -3.690227 -0.02 -0.02 -0.02
H -1.412963 1.482744 -3.082407 0.00 0.03 -0.04
H -0.250168 0.147873 -3.035681 0.00 0.01 -0.01
H 2.196959 1.872222 -1.949295 0.03 -0.04 -0.01
H 1.697603 0.206772 -1.581118 0.03 -0.05 0.05
H 1.832168 1.401702 -0.277628 0.00 0.07 -0.14
Br 3.889949 -2.185495 -1.359681 -0.02 -0.03 -0.02
C 2.976588 -2.250092 -3.035078 0.06 0.02 0.09
C 3.739528 -2.314517 -4.196133 -0.08 0.01 0.00
C 3.088135 -2.350840 -5.420993 0.08 -0.02 -0.05
C 1.700918 -2.322294 -5.484837 -0.02 0.02 0.04
C 0.953272 -2.259636 -4.312248 -0.17 -0.02 -0.01
C 1.612720 -2.224095 -3.106398 0.16 0.03 0.00
I -0.137364 -2.411312 -0.690299 0.35 -0.82 -0.38
H 4.819641 -2.332874 -4.133315 0.01 0.00 -0.02
H 3.673161 -2.405031 -6.331084 -0.01 0.01 0.01
H 1.199085 -2.344296 -6.444859 0.01 -0.01 0.00
H -0.130626 -2.239696 -4.346740 0.02 0.00 0.01
```
Forces are in eV/Å.

Calculated values
- 2S+1: 6
- Orbital gap (alpha / beta): 0.2393 / 0.2693 Ha
- Net charge: -1
- ⟨S²⟩: 8.9772
- Electronic energy: -6360.54822 a.u.